{"formula": "C40H80O28", "method": "ωB97M-V/def2-TZVPD", "homo_lumo_gap_ev": 10.3997, "mol_weight_g_mol": 1009.05, "smiles": "CCOC(=O)OC.CCOC(=O)OC.CCOC(=O)OC.CCOC(=O)OC.CCOC(=O)OC.CCOC(=O)OC.CCOC(=O)OC.CCOC(=O)OC.CCOC(=O)OC.C1CCOC1", "e_lumo_ev": 0.42, "relative_energy_kj_mol": 493.3, "total_charge": 0, "e_homo_ha": -0.3668, "total_energy_ha": -3678.7872, "symbols": ["C", "C", "O", "C", "O", "O", "C", "H", "H", "H", "H", "H", "H", "H", "H", "C", "C", "O", "C", "O", "O", "C", "H", "H", "H", "H", "H", "H", "H", "H", "C", "C", "O", "C", "O", "O", "C", "H", "H", "H", "H", "H", "H", "H", "H", "C", "C", "O", "C", "O", "O", "C", "H", "H", "H", "H", "H", "H", "H", "H", "C", "C", "O", "C", "O", "O", "C", "H", "H", "H", "H", "H", "H", "H", "H", "C", "C", "O", "C", "O", "O", "C", "H", "H", "H", "H", "H", "H", "H", "H", "C", "C", "O", "C", "O", "O", "C", "H", "H", "H", "H", "H", "H", "H", "H", "C", "C", "O", "C", "O", "O", "C", "H", "H", "H", "H", "H", "H", "H", "H", "C", "C", "O", "C", "O", "O", "C", "H", "H", "H", "H", "H", "H", "H", "H", "C", "C", "C", "O", "C", "H", "H", "H", "H", "H", "H", "H", "H"], "coordinates": [[1.797501, -0.687589, 4.385048], [1.673516, -2.145291, 4.877885], [1.815894, -3.065933, 3.800532], [0.746355, -3.290503, 3.040584], [-0.479894, -2.974082, 3.294527], [1.138356, -3.979100, 2.029330], [0.213075, -4.296904, 1.029398], [0.937778, -0.494281, 3.743493], [2.689355, -0.304845, 3.888864], [1.640162, 0.002219, 5.214212], [0.675573, -2.326213, 5.277246], [2.289320, -2.389810, 5.743388], [-0.551571, -5.021825, 1.308513], [0.883913, -4.512214, 0.197703], [-0.201286, -3.334701, 0.728464], [3.238656, 3.038235, 0.524668], [3.208385, 3.437520, 2.045077], [3.564215, 4.815030, 2.052441], [4.111480, 5.394247, 3.124379], [4.273640, 4.904716, 4.252298], [4.486359, 6.624072, 2.703431], [5.211906, 7.527690, 3.577214], [2.417084, 3.584247, 0.060995], [2.931078, 1.993951, 0.470147], [4.173278, 3.207346, -0.010103], [3.777685, 2.780157, 2.702246], [2.194132, 3.218366, 2.378783], [5.410315, 8.307325, 2.841759], [6.164799, 7.143200, 3.940902], [4.660831, 7.952881, 4.416046], [9.227746, -1.342899, 4.543564], [8.882163, -1.183448, 3.064026], [7.800943, -2.049386, 2.701916], [6.532756, -1.639812, 2.392161], [6.160806, -0.477619, 2.352890], [5.738106, -2.698653, 2.221279], [4.355042, -2.441850, 1.815085], [9.959783, -0.553075, 4.712085], [9.683921, -2.331477, 4.595686], [8.419319, -1.253600, 5.269211], [9.797434, -1.474804, 2.548769], [8.589120, -0.157370, 2.841769], [4.347157, -1.837378, 0.908084], [3.875695, -1.917708, 2.641879], [3.815201, -3.296466, 1.407291], [-6.330139, -0.645127, 7.775227], [-5.066354, 0.249061, 7.768759], [-4.105047, -0.222724, 6.788760], [-4.074939, 0.305968, 5.589786], [-4.836973, 1.181472, 5.181230], [-3.016971, -0.185979, 4.975854], [-2.373567, 0.504442, 3.965109], [-6.031183, -1.692897, 7.805154], [-6.978672, -0.332474, 6.956843], [-6.897689, -0.353801, 8.659040], [-4.495418, 0.140544, 8.690907], [-5.306314, 1.309734, 7.694677], [-3.009712, 0.591545, 3.084293], [-1.442245, -0.005174, 3.718094], [-2.207337, 1.562653, 4.166737], [1.855268, -3.474620, -2.418931], [2.816902, -4.167619, -3.328042], [2.535448, -5.585289, -3.282791], [3.348149, -6.450946, -3.834667], [4.243100, -6.206476, -4.650141], [2.924924, -7.666046, -3.364183], [3.647182, -8.816071, -3.724185], [0.832038, -3.825955, -2.551909], [1.749274, -2.395093, -2.526037], [2.063956, -3.647378, -1.363136], [3.844800, -3.981904, -3.016561], [2.714791, -3.732837, -4.322353], [4.608873, -8.838375, -3.211584], [3.764002, -8.982911, -4.794983], [3.098399, -9.644539, -3.276336], [-7.357599, -0.316159, -7.148198], [-6.707418, 0.960745, -6.590097], [-5.398127, 0.608067, -6.099838], [-5.090451, 0.973508, -4.847907], [-5.843523, 1.547347, -4.061257], [-3.746834, 0.730207, -4.664997], [-3.167329, 1.013002, -3.431304], [-7.699302, -0.967437, -6.343726], [-6.641977, -0.812539, -7.803633], [-8.236401, -0.089542, -7.751891], [-7.367540, 1.379945, -5.830748], [-6.679365, 1.698236, -7.392229], [-3.180969, 0.110085, -2.820853], [-3.595990, 1.844342, -2.871637], [-2.110663, 1.243892, -3.566307], [-0.841861, -2.358139, -5.214206], [-0.223231, -0.972290, -5.272071], [1.002629, -0.975429, -4.609429], [1.910330, 0.033768, -4.785154], [1.863236, 0.966137, -5.639806], [2.852410, -0.170263, -3.817035], [3.925049, 0.740625, -3.724853], [-1.834593, -2.552760, -5.620036], [-0.920310, -2.727057, -4.191537], [-0.178695, -3.046218, -5.738471], [-0.921601, -0.409148, -4.653003], [-0.113648, -0.421119, -6.206037], [4.720619, 0.287522, -3.133363], [3.727431, 1.716648, -3.281653], [4.473265, 0.862362, -4.659048], [-4.418915, 5.136804, -0.465613], [-3.474085, 4.214373, -1.200747], [-2.235606, 4.905457, -1.299253], [-1.305882, 4.516501, -2.241964], [-1.467570, 3.834750, -3.256530], [-0.086014, 4.948790, -1.800205], [1.010820, 4.798821, -2.667001], [-4.588505, 6.092262, -0.962035], [-3.983484, 5.468648, 0.476929], [-5.327356, 4.551258, -0.324318], [-3.901922, 4.034102, -2.186931], [-3.352234, 3.270907, -0.668647], [0.931464, 5.188116, -3.682005], [1.217272, 3.729101, -2.701343], [1.867716, 5.272791, -2.188269], [-6.386800, 1.274214, -0.995294], [-6.093261, 1.521278, 0.480928], [-5.704280, 0.314061, 1.105310], [-4.484437, -0.208818, 0.944831], [-3.532425, 0.272308, 0.376517], [-4.410242, -1.315323, 1.701991], [-3.358088, -2.273812, 1.511144], [-6.621283, 2.185595, -1.545297], [-7.245388, 0.620989, -1.150911], [-5.489400, 0.867386, -1.461412], [-6.923621, 1.989031, 1.009910], [-5.335778, 2.297749, 0.587712], [-2.458793, -1.914334, 2.011286], [-3.198667, -2.298431, 0.433144], [-3.609010, -3.281650, 1.841897], [0.600655, 0.785383, -1.032696], [0.987338, -0.571486, -0.504079], [0.687185, -0.520511, 0.971277], [0.679477, 0.829207, 1.291818], [0.059027, 1.431568, 0.222756], [-0.047097, 0.775548, -1.909290], [1.494292, 1.341051, -1.316850], [2.044176, -0.784505, -0.664713], [0.392197, -1.334502, -1.005790], [1.434948, -1.045804, 1.565423], [-0.238423, -1.039799, 1.219656], [0.119815, 2.519346, 0.188948], [-1.016985, 1.259693, 0.250248]], "forces_ev_per_a": [[-0.940, 0.047, 0.515], [-0.899, 1.056, 0.446], [0.282, -0.015, -0.114], [-4.624, 1.311, 2.654], [4.871, -0.866, -1.028], [1.186, -0.912, -0.133], [0.135, 1.337, -1.372], [0.111, 0.003, -0.250], [0.256, -0.744, -0.040], [0.031, -0.154, 0.316], [-0.250, 0.484, -0.107], [0.768, -0.292, -0.698], [0.325, -0.014, -0.053], [-0.552, -0.994, -0.051], [-0.828, -0.178, -0.004], [-0.687, -0.153, 1.383], [-0.175, -1.213, -1.517], [0.053, 0.200, 0.683], [0.611, -0.616, 1.981], [-0.395, 1.255, -2.762], [-0.080, -0.540, 1.061], [0.065, 0.188, -0.946], [0.197, 0.241, -0.242], [0.283, -0.146, -0.062], [0.004, 0.049, 0.311], [0.823, 0.497, -0.171], [-0.310, 0.775, 0.076], [0.214, 0.280, 0.449], [-0.199, -0.430, -0.113], [-0.404, -0.431, -0.150], [0.160, -0.124, -0.770], [-1.066, 0.864, 0.882], [-1.250, -1.177, -0.751], [0.405, 1.680, 0.749], [0.558, -1.240, -0.144], [-0.023, -0.753, -0.539], [0.706, 1.145, -0.525], [0.214, -0.208, 0.425], [0.111, 0.093, 0.623], [-0.120, 0.063, -0.321], [-0.450, -0.028, -0.606], [0.130, -0.004, -0.198], [0.328, 0.755, 0.269], [-0.272, -0.302, -0.324], [0.566, -0.758, 1.167], [0.705, 1.539, 0.207], [-0.169, -0.869, 0.238], [-0.417, -0.281, 0.948], [-1.155, 2.550, -0.595], [1.208, -1.371, 0.265], [0.274, -1.146, 0.883], [-0.308, 1.258, -1.860], [-0.365, 0.090, -0.181], [0.189, -0.611, -0.340], [0.042, -0.353, 0.281], [-0.177, -0.165, 0.085], [0.083, -0.092, -0.622], [0.013, -0.510, -0.271], [-0.187, -0.020, 0.169], [0.325, -0.033, 0.734], [-1.082, 0.106, 1.062], [0.407, 0.472, -0.377], [-0.538, 1.105, 0.592], [1.270, -0.556, -1.662], [-1.717, -0.911, 1.993], [0.326, 1.417, -0.618], [0.454, -0.938, 0.461], [-0.039, -0.316, -0.278], [0.647, -0.059, -0.449], [0.285, -0.117, 0.041], [0.072, -0.232, -0.011], [-0.026, -0.542, -0.288], [0.250, 0.247, -0.307], [-0.043, 0.316, 0.036], [-0.201, 0.030, -0.264], [0.230, 0.381, 0.075], [-1.363, -0.849, -0.346], [-0.050, 0.352, 0.454], [0.145, 1.663, 0.894], [1.631, -1.406, -1.234], [-2.165, 0.043, -1.443], [0.791, -0.153, 1.554], [0.284, -0.142, -0.038], [-0.057, -0.224, 0.140], [0.004, 0.247, 0.016], [0.514, -0.033, 0.332], [0.795, 0.060, 0.075], [-0.264, -0.017, 0.259], [-0.321, -0.105, -0.326], [-0.129, 0.163, -0.442], [1.027, -1.188, -0.604], [-2.264, 0.991, 0.237], [2.518, 0.578, 0.638], [-0.700, 2.031, -1.770], [0.284, -3.678, 3.408], [-1.125, 0.253, -0.909], [1.848, 0.178, -0.317], [0.014, 0.906, -0.319], [0.287, 0.299, 0.201], [0.029, -0.282, -0.007], [0.102, 0.733, -0.065], [-0.234, -0.613, -0.325], [-0.501, -0.352, 0.524], [-0.651, -0.123, -0.157], [-0.660, 0.268, -0.453], [0.377, 0.022, 0.406], [-0.651, 0.588, -0.535], [2.097, -0.400, -1.356], [0.169, -1.152, -0.260], [-0.088, 1.650, 2.307], [-2.157, 0.741, -0.106], [1.071, -1.005, -0.065], [-0.269, -0.340, -0.556], [-0.118, -0.507, 0.331], [-0.246, 0.477, 0.225], [0.273, -0.227, -0.162], [0.181, -0.075, -0.002], [-0.607, 0.064, 0.144], [0.207, -0.071, -0.426], [-0.229, 0.120, 0.121], [0.043, 0.253, 0.118], [0.289, 1.094, -1.134], [-0.029, -0.854, 0.585], [0.756, 0.158, 1.117], [-0.468, 0.076, -0.584], [-1.341, -0.506, 0.280], [0.547, 1.106, -1.036], [0.087, 0.188, 0.194], [0.161, -0.230, 0.146], [-0.175, -0.154, -0.069], [-0.297, -0.837, 0.229], [0.584, -0.282, -0.077], [0.018, -0.218, 0.013], [0.420, -0.236, -0.028], [-0.528, 0.463, 0.328], [0.934, 0.770, -0.194], [0.160, -1.233, -0.878], [0.457, -1.368, 0.377], [0.590, 0.569, 1.387], [-2.148, 1.372, -1.503], [-0.261, -0.001, 0.270], [0.138, -0.033, -0.223], [-0.027, -0.068, -0.150], [0.155, -0.249, 0.057], [0.285, 0.249, 0.059], [-0.592, 0.320, -0.019], [0.630, 0.059, 0.511], [-0.410, -0.310, 0.235]], "lowdin_charge": [-0.043, -0.181, 0.026, -0.568, 0.041, 0.011, -0.016, 0.047, 0.075, 0.083, 0.117, 0.124, 0.115, 0.084, 0.083, -0.041, -0.180, 0.027, -0.541, 0.094, -0.020, -0.030, 0.060, 0.056, 0.079, 0.123, 0.117, 0.090, 0.093, 0.093, -0.066, -0.215, 0.009, -0.553, 0.098, 0.006, -0.007, 0.077, 0.076, 0.080, 0.121, 0.117, 0.088, 0.077, 0.090, -0.053, -0.186, 0.035, -0.596, 0.105, 0.019, -0.047, 0.080, 0.076, 0.071, 0.117, 0.121, 0.082, 0.089, 0.107, -0.074, -0.182, 0.042, -0.556, 0.106, -0.018, -0.068, 0.083, 0.050, 0.060, 0.132, 0.127, 0.096, 0.098, 0.092, -0.066, -0.201, 0.036, -0.499, 0.092, -0.004, -0.077, 0.076, 0.076, 0.074, 0.115, 0.122, 0.097, 0.073, 0.072, -0.050, -0.224, -0.005, -0.460, 0.085, -0.026, -0.063, 0.082, 0.070, 0.076, 0.100, 0.133, 0.092, 0.093, 0.097, -0.060, -0.234, 0.015, -0.483, 0.104, -0.024, -0.063, 0.083, 0.083, 0.069, 0.120, 0.119, 0.102, 0.083, 0.095, -0.059, -0.208, 0.046, -0.590, 0.105, -0.016, -0.021, 0.073, 0.084, 0.056, 0.127, 0.101, 0.064, 0.093, 0.100, -0.143, -0.153, -0.222, -0.099, -0.234, 0.112, 0.092, 0.111, 0.107, 0.108, 0.108, 0.123, 0.112]}